*one*
# C8H16N3O

2 unconnected molecules or ions with the total composition C8H16N3O (ωB97M-V/def2-TZVPD, the OMol25 dataset).

## Properties
Frontier orbital gap ... 0.325 Eh
Lowest unoccupied orbital energy ... -3.106 eV
Highest occupied orbital energy ... -0.43883 Eh
Net charge ... +1

Cartesian coordinates (Å):
C: 4.14 -0.27 -1.13
C: 3.40 0.71 -0.51
C: 2.79 -1.10 0.39
C: -2.30 1.41 0.72
C: -1.41 -1.89 0.62
C: 1.80 0.84 1.39
C: -2.61 0.16 -0.12
C: -1.38 -0.78 -0.06
N: 3.64 -1.39 -0.61
N: 2.64 0.22 0.42
N: -2.79 0.52 -1.64
O: -0.25 -0.40 -0.79
H: 4.82 -0.27 -1.89
H: 3.39 1.76 -0.62
H: -3.11 2.12 0.81
H: -1.63 2.08 0.18
H: -1.84 1.08 1.65
H: -2.31 -2.00 1.29
H: -0.68 -2.60 0.62
H: 2.21 -1.81 0.89
H: 1.94 1.93 1.60
H: 0.75 0.75 1.26
H: 1.92 0.47 2.37
H: -3.42 -0.50 0.32
H: 4.26 -2.21 -0.72
H: -3.32 -0.19 -2.09
H: -3.10 1.57 -1.78
H: -0.40 0.33 -1.33



*two*
# C8H16N3O

A gas-phase ion, C8H16N3O (charge +1) (ωB97M-V/def2-TZVPD, the OMol25 dataset).

## Properties
Frontier orbital gap (spin up / spin down) ... 0.320 / 0.320 Eh
Lowest unoccupied orbital energy (spin up / spin down) ... -3.111 / -3.111 eV
Highest occupied orbital energy (spin up / spin down) ... -0.43436 / -0.43438 Eh
Net charge ... +1

Cartesian coordinates (Å):
C: -0.08 0.18 -2.25
C: 0.33 -2.10 -0.21
C: -1.25 -1.89 -0.21
C: 0.91 -0.90 0.59
C: -1.59 -0.45 -0.57
C: 0.54 0.40 0.03
C: -0.07 1.59 3.11
C: 0.91 1.88 2.00
N: 0.84 0.66 -1.36
N: -1.34 -0.18 -1.96
N: 0.28 0.33 -3.55
O: 0.55 1.58 0.71
H: 0.86 -2.98 0.30
H: 0.60 -2.07 -1.26
H: -1.82 -2.54 -0.78
H: -1.51 -2.24 0.77
H: 0.33 -0.98 1.48
H: 1.99 -0.89 0.80
H: -2.54 -0.04 -0.29
H: -1.11 1.80 2.97
H: 0.04 0.61 3.60
H: 0.16 2.28 3.93
H: 1.81 1.37 2.27
H: 1.21 2.92 2.03
H: 1.28 1.58 -1.36
H: -2.09 -0.05 -2.64
H: 1.15 0.07 -3.91
H: -0.37 0.06 -4.27



Which of them is least stable? Easy: *two*.



*one*
# C3H3BrS

A molecular structure, C3H3BrS (ωB97M-V/def2-TZVPD, the OMol25 dataset).

## Properties
Frontier orbital gap ... 0.290 Eh
Lowest unoccupied orbital energy ... -1.281 eV
Highest occupied orbital energy ... -0.33683 Eh

Cartesian coordinates (Å):
C: -0.08 -0.50 -0.34
C: 1.13 -0.84 0.09
C: 0.33 0.18 0.91
S: -2.15 -0.23 -1.52
Br: -1.72 1.85 -1.90
H: 1.94 -1.53 0.02
H: -0.12 -0.12 1.84
H: 0.68 1.21 0.90



*two*
# C3H3BrS

2 unconnected molecules or ions with the total composition C3H3BrS (ωB97M-V/def2-TZVPD, the OMol25 dataset).

## Properties
Frontier orbital gap (spin up / spin down) ... 0.284 / 0.270 Eh
Lowest unoccupied orbital energy (spin up / spin down) ... -0.541 / -1.006 eV
Highest occupied orbital energy (spin up / spin down) ... -0.30402 / -0.30731 Eh

Cartesian coordinates (Å):
C: -0.10 -0.41 -1.04
C: -0.83 1.44 1.06
C: 0.75 -1.27 -0.62
S: -1.95 2.55 1.11
Br: 0.63 1.14 2.16
H: 1.23 -1.19 0.34
H: 1.05 -2.14 -1.21
H: -0.78 -0.11 -1.79



Which of them is least stable? Easy: *two*.



*one*
# C6H16N2O

2 unconnected molecules or ions with the total composition C6H16N2O (ωB97M-V/def2-TZVPD, the OMol25 dataset).

## Properties
Frontier orbital gap ... 0.360 Eh
Lowest unoccupied orbital energy ... 0.911 eV
Highest occupied orbital energy ... -0.32624 Eh

Cartesian coordinates (Å):
C: -0.08 -1.38 0.83
N: -1.31 -1.40 0.10
C: -1.95 -0.07 0.03
N: -1.34 0.82 -0.99
C: 1.17 -0.80 0.18
C: 2.03 0.28 0.82
C: 1.61 1.67 0.70
C: 0.58 1.94 1.47
H: -0.02 -2.36 1.28
H: -0.23 -0.56 1.74
H: -1.18 -1.88 -0.75
H: -2.01 0.45 1.02
H: -3.05 -0.26 -0.30
H: -0.51 1.29 -0.79
H: -2.02 1.39 -1.43
H: 1.76 -1.52 -0.34
H: 0.74 -0.26 -0.72
H: 2.19 0.05 1.86
H: 3.05 0.24 0.29
H: 1.93 2.40 -0.03
H: -0.07 1.10 2.02
H: 0.03 2.89 1.63
H: 0.20 -1.82 -2.95
H: -0.85 -0.77 -2.50
O: -0.66 -1.45 -3.18



*two*
# C6H16N2O

2 unconnected molecules or ions with the total composition C6H16N2O (ωB97M-V/def2-TZVPD, the OMol25 dataset).

## Properties
Frontier orbital gap ... 0.317 Eh
Lowest unoccupied orbital energy ... 0.815 eV
Highest occupied orbital energy ... -0.28732 Eh

Cartesian coordinates (Å):
C: -1.68 -1.59 -0.11
C: 1.20 -0.78 -1.90
C: 2.29 -0.40 0.25
N: 1.17 -0.11 -0.62
H: 1.10 -1.86 -1.76
H: 2.60 -1.43 0.09
H: 3.16 0.23 0.01
H: -1.79 -1.77 -1.18
H: -2.43 -2.19 0.41
H: -0.71 -1.92 0.29
H: 2.13 -0.58 -2.44
H: 0.35 -0.41 -2.48
H: 2.03 -0.24 1.29
C: -2.20 0.26 1.55
C: 0.83 2.02 0.57
N: -2.09 -0.13 0.17
C: 0.35 1.02 -0.46
O: -0.35 1.39 -1.41
H: -2.04 0.59 -0.55
H: -1.25 0.14 2.09
H: -2.92 -0.39 2.06
H: -2.54 1.29 1.63
H: 0.84 1.60 1.58
H: 1.83 2.37 0.33
H: 0.14 2.87 0.57



Which of them is least stable? Easy: *one*.



*one*
# C4H14N

2 unconnected molecules or ions with the total composition C4H14N (ωB97M-V/def2-TZVPD, the OMol25 dataset).

## Properties
Frontier orbital gap (spin up / spin down) ... 0.167 / 0.463 Eh
Lowest unoccupied orbital energy (spin up / spin down) ... 0.995 / 0.695 eV
Highest occupied orbital energy (spin up / spin down) ... -0.13089 / -0.43740 Eh
<S²> ... 0.75
Multiplicity ... 2

Cartesian coordinates (Å):
C: -1.81 1.48 0.16
C: -0.36 1.60 0.04
N: -2.28 0.62 1.31
H: -2.24 2.49 0.09
H: -2.33 0.97 -0.83
H: 0.23 1.33 -0.92
H: 0.08 0.90 0.77
H: -2.60 0.98 2.18
H: -2.87 -0.15 1.01
H: -1.49 0.18 1.59
H: 0.13 2.66 0.15
C: 2.57 -1.08 -0.82
C: 1.30 -2.08 -0.51
H: 3.34 -1.72 -1.22
H: 2.32 -0.40 -1.58
H: 2.94 -0.66 0.04
H: 1.41 -2.61 0.42
H: 1.22 -2.85 -1.21
H: 0.42 -1.65 -0.67



*two*
# C4H14N

2 unconnected molecules or ions with the total composition C4H14N (ωB97M-V/def2-TZVPD, the OMol25 dataset).

## Properties
Frontier orbital gap (spin up / spin down) ... 0.178 / 0.456 Eh
Lowest unoccupied orbital energy (spin up / spin down) ... 1.001 / 0.723 eV
Highest occupied orbital energy (spin up / spin down) ... -0.14119 / -0.42950 Eh
<S²> ... 0.75
Multiplicity ... 2

Cartesian coordinates (Å):
C: -0.12 -2.41 0.84
N: 0.92 -1.99 1.85
H: -0.40 -1.56 0.22
H: -0.98 -2.71 1.42
H: 0.23 -3.24 0.25
H: 1.63 -1.35 1.43
H: 0.46 -1.48 2.65
H: 1.40 -2.82 2.25
C: -0.10 1.64 0.27
C: -0.50 0.99 -1.06
C: -0.36 2.00 -2.21
H: -0.75 2.48 0.53
H: -0.13 0.94 1.10
H: 0.92 2.01 0.22
H: 0.17 0.17 -1.30
H: -1.51 0.57 -0.99
H: -0.65 1.55 -3.16
H: 0.69 2.27 -2.31
H: -0.91 2.93 -2.01



Which of them is least stable? Easy: *one*.